DFT (the ωB97M-V functional and the def2-TZVPD basis) results for C17H27FN5O9P2Ru as an isolated structure.

Its molecular weight is 627.445 g mol⁻¹. As for the expectation value of S²: 6.06. As for the net charge: +1. The multiplicity is 5. The energy above the lowest of the compared OMol25 structures with the same formula, charge and spin is 46.8 kcal per mole. The calculation puts the total energy at -67823.674 eV. Its HOMO-LUMO gap (spin up / spin down) is 8.0 / 6.8 eV.

XYZ file:
```
62
C17H27FN5O9P2Ru | the Open Molecules 2025 dataset | the ωB97M-V functional and the def2-TZVPD basis
Ru -0.14120 0.48909 0.68976
O 0.53296 2.88206 -2.59248
P 0.30044 3.52403 -1.10712
O 0.85515 4.86844 -1.02809
O 0.76778 2.44811 -0.13613
O -1.33429 3.53399 -0.99108
P -2.00904 2.13025 -0.57796
O -3.48323 2.30209 -1.11792
O -1.95191 1.91296 0.91051
O -1.29715 1.01644 -1.30735
H 0.61660 3.62853 -3.20941
H -3.73231 3.22919 -1.25293
N 0.73446 -0.14453 -2.92562
C 1.46423 -0.44719 -1.67747
C 2.75328 0.33699 -1.51287
C 3.28749 0.12634 -0.09323
N 2.38785 0.75121 0.88570
C 3.43866 -1.36155 0.22784
C 2.15343 -2.14902 -0.02548
N 1.10061 -1.73799 0.92468
C 1.68519 -1.93427 -1.46686
H 0.37345 0.81969 -2.88441
H -0.12965 -0.80807 -2.95961
H 1.31437 -0.26699 -3.75073
H 0.78625 -0.13102 -0.87313
H 2.57141 1.39957 -1.67832
H 3.49718 -0.01080 -2.23372
H 4.27674 0.59161 -0.03570
H 2.28844 1.74735 0.70600
H 2.73815 0.61493 1.82731
H 3.74945 -1.47794 1.27080
H 4.23086 -1.78275 -0.39248
H 2.37150 -3.21329 0.10708
H 1.42827 -1.86299 1.87616
H 0.26435 -2.30054 0.79780
H 0.76475 -2.48719 -1.65582
H 2.45371 -2.30120 -2.15141
F 0.75702 2.16945 6.45667
C 0.55445 1.78674 5.19697
C 0.38321 0.43726 4.93220
C 0.16207 0.03947 3.62541
C 0.13973 0.99620 2.62157
C 0.29284 2.34839 2.89691
C 0.50900 2.75072 4.20367
H 0.40659 -0.27499 5.74519
H -0.03202 -1.00293 3.41191
H 0.24938 3.08429 2.10633
H 0.62791 3.79478 4.45753
C -3.90681 -2.86341 -2.93274
N -3.33038 -2.34186 -1.69503
C -4.08191 -2.28762 -0.56262
C -3.59910 -1.79808 0.59668
C -2.23861 -1.36229 0.60007
O -1.66135 -0.87102 1.62022
N -1.50147 -1.46199 -0.51970
C -2.02396 -1.87670 -1.68564
O -1.37910 -1.86956 -2.75528
H -4.92454 -2.49671 -3.04553
H -3.91272 -3.95344 -2.92460
H -3.30382 -2.52663 -3.76703
H -5.09701 -2.64798 -0.65864
H -4.19760 -1.70765 1.48916
```

Results of the Löwdin charge analysis, in e, for atoms 1 through 8: Ru 1.63; O -0.15; P 0.24; O -0.23; O -0.41; O -0.23; P 0.20; O -0.06